1.
The following is a DFT calculation (ωB97M-V/def2-TZVPD) of a structure of composition C5H10N in a non-equilibrium geometry.

Summary:
Relative energy (zero: lowest compared OMol25 entry of this formula, charge and spin) = 395.1 kJ/mol
Total energy = -250.8548 Eh
Highest occupied orbital energy = -12.81 eV
Charge = +1
E_LUMO = -3.61 eV
Frontier orbital gap = 9.206 eV

Last column: natural (NBO) charge in e.
Geometry (Å):
1 N -1.23 1.09 -1.05  -0.696
2 C 0.95 1.51 -0.07  -0.259
3 C -0.48 1.37 0.16  -0.214
4 C 1.14 -0.92 0.90  -0.533
5 C 1.08 0.30 0.39  0.266
6 C 0.05 -1.92 0.34  -0.590
7 H 0.99 -0.79 1.93  0.272
8 H 1.52 2.09 -0.74  0.224
9 H -0.99 1.70 1.01  0.234
10 H 0.03 -2.95 0.79  0.258
11 H 2.25 -1.14 0.74  0.279
12 H 0.17 -1.95 -0.71  0.209
13 H -1.94 0.33 -1.01  0.436
14 H -0.65 0.96 -1.92  0.455
15 H -0.99 -1.62 0.53  0.212
16 H -1.90 1.94 -1.28  0.447

2.
The following is a DFT calculation (ωB97M-V/def2-TZVPD) of a cluster of 2 separate species, C5H10N in total in a non-equilibrium geometry.

Summary:
Relative energy (zero: lowest compared OMol25 entry of this formula, charge and spin) = 303.0 kJ/mol
Total energy = -250.8899 Eh
Highest occupied orbital energy = -14.78 eV
Charge = +1
E_LUMO = -4.74 eV
Frontier orbital gap = 10.046 eV

Last column: natural (NBO) charge in e.
Geometry (Å):
1 N -0.41 -0.24 0.19  -0.427
2 C 2.69 0.59 -0.10  -0.319
3 C -0.12 -1.66 0.07  -0.408
4 C -1.64 0.19 0.18  0.314
5 C -1.88 1.65 -0.05  -0.707
6 C 3.08 -0.54 0.05  -0.166
7 H 0.74 -1.97 0.58  0.240
8 H 0.51 0.31 -0.04  0.470
9 H 3.41 -1.45 0.33  0.236
10 H -0.96 -2.18 0.26  0.215
11 H -1.75 1.83 -1.09  0.278
12 H -2.40 -0.52 0.34  0.227
13 H -1.09 2.34 0.30  0.269
14 H -2.90 1.80 0.41  0.269
15 H 2.49 1.67 -0.35  0.275
16 H 0.23 -1.82 -1.07  0.235

3.
The following is a DFT calculation (ωB97M-V/def2-TZVPD) of the ion C5H10N with charge +1 in a non-equilibrium geometry.

Summary:
Relative energy (zero: lowest compared OMol25 entry of this formula, charge and spin) = 215.8 kJ/mol
Total energy = -250.9231 Eh
Highest occupied orbital energy = -13.96 eV
Charge = +1
E_LUMO = -3.61 eV
Frontier orbital gap = 10.352 eV

Last column: natural (NBO) charge in e.
Geometry (Å):
1 N 0.82 1.19 1.56  -0.691
2 C -1.26 -2.62 -0.58  -0.644
3 C -0.14 -1.57 -0.47  -0.155
4 C 0.03 -0.31 -0.21  0.030
5 C 0.38 2.21 -0.72  -0.680
6 C 0.37 0.98 0.11  0.040
7 H -0.84 -3.51 -0.05  0.244
8 H 0.77 -2.03 -0.77  0.241
9 H 1.45 1.90 1.66  0.439
10 H -0.33 2.02 -1.57  0.273
11 H 1.38 2.55 -1.05  0.251
12 H 1.11 0.22 1.74  0.458
13 H -2.09 -2.24 0.00  0.232
14 H -1.49 -3.00 -1.67  0.272
15 H 0.03 1.19 2.26  0.449
16 H -0.18 3.02 -0.22  0.240

4.
The following is a DFT calculation (ωB97M-V/def2-TZVPD) of the ion C5H10N with charge +1 in a non-equilibrium geometry.

Summary:
Relative energy (zero: lowest compared OMol25 entry of this formula, charge and spin) = 152.4 kJ/mol
Total energy = -250.9472 Eh
Highest occupied orbital energy = -15.61 eV
Charge = +1
E_LUMO = -3.26 eV
Frontier orbital gap = 12.349 eV

Last column: natural (NBO) charge in e.
Geometry (Å):
1 N -0.66 0.13 0.39  -0.388
2 C -1.90 0.57 -0.24  -0.428
3 C -0.40 -1.59 0.38  0.040
4 C 0.66 -1.41 -0.38  -0.170
5 C 1.79 0.76 0.26  -0.635
6 C 0.62 0.09 -0.44  -0.050
7 H -1.91 1.65 -0.34  0.237
8 H -0.53 0.53 1.32  0.434
9 H 1.36 -2.10 -0.80  0.266
10 H -2.75 0.26 0.37  0.240
11 H 0.45 0.51 -1.43  0.240
12 H -1.04 -2.28 0.89  0.257
13 H 2.71 0.48 -0.24  0.256
14 H 1.86 0.45 1.29  0.225
15 H -1.98 0.11 -1.22  0.233
16 H 1.71 1.85 0.21  0.242

5.
The following is a DFT calculation (ωB97M-V/def2-TZVPD) of the molecule C5H10N2 in a non-equilibrium geometry.

Summary:
Relative energy (zero: lowest compared OMol25 entry of this formula, charge and spin) = 697.6 kJ/mol
Total energy = -305.7582 Eh
Highest occupied orbital energy = -8.18 eV
E_LUMO = 0.78 eV
Frontier orbital gap = 8.960 eV

Last column: natural (NBO) charge in e.
Geometry (Å):
1 N 0.35 -0.76 -1.65  -0.859
2 N 0.47 1.33 0.08  -0.638
3 C -1.90 0.17 -0.75  -0.358
4 C -0.53 -0.74 -0.51  0.062
5 C 0.34 -0.97 0.58  -0.399
6 C -0.73 0.77 0.02  -0.067
7 C 1.13 0.27 0.77  -0.269
8 H -0.09 -1.29 1.50  0.215
9 H 1.02 0.38 1.82  0.183
10 H -2.76 0.19 0.17  0.230
11 H 0.56 2.33 0.52  0.402
12 H 2.21 0.38 0.62  0.204
13 H 0.84 0.26 -1.41  0.370
14 H 1.31 -1.81 0.55  0.176
15 H 1.05 -1.49 -1.57  0.365
16 H -2.30 0.44 -1.77  0.253
17 H -0.95 0.53 1.04  0.130

6.
The following is a DFT calculation (ωB97M-V/def2-TZVPD) of the molecule C5H10N2.

Summary:
Relative energy (zero: lowest compared OMol25 entry of this formula, charge and spin) = 219.8 kJ/mol
Total energy = -305.9401 Eh
Highest occupied orbital energy = -9.09 eV
E_LUMO = 1.13 eV
Frontier orbital gap = 10.215 eV

Last column: natural (NBO) charge in e.
Geometry (Å):
1 N 0.92 0.07 1.60  -0.581
2 N -0.10 0.85 -1.33  -0.581
3 C 1.16 -0.67 0.37  -0.099
4 C -1.08 -0.19 -1.01  -0.073
5 C 0.38 -0.46 -0.89  -0.090
6 C 2.12 0.37 0.83  -0.257
7 C -2.15 -0.09 0.07  -0.640
8 H 0.20 0.78 1.46  0.341
9 H -2.05 -0.86 0.84  0.225
10 H 3.06 0.09 1.30  0.200
11 H 1.43 -1.71 0.53  0.205
12 H 2.16 1.29 0.25  0.192
13 H -3.14 -0.24 -0.40  0.224
14 H -1.50 -0.62 -1.92  0.190
15 H 0.81 -1.03 -1.71  0.200
16 H -0.03 1.54 -0.57  0.334
17 H -2.19 0.88 0.57  0.210